<w>
{"formula": "C4H4O2", "method": "ωB97M-V with the def2-TZVPD basis set", "homo_energy_ev": -9.624, "multiplicity": 1, "orbital_gap_ev": 9.1, "smiles": "C=C1C(=O)[C@@H]1O", "species": ["O", "C", "C", "O", "C", "C", "H", "H", "H", "H"], "xyz": [[0.8982, 0.5797, -1.7145], [0.5210, 0.7920, -0.3964], [-0.8803, 0.9400, 0.0834], [-1.9703, 1.3903, -0.1577], [-0.1427, -0.2137, 0.5518], [0.0047, -1.4093, 1.0989], [0.1055, 0.3947, -2.2348], [1.2860, 1.3639, 0.1316], [0.8528, -2.0173, 0.7957], [-0.6748, -1.8204, 1.8421]], "mulliken_charge": [-0.495, -0.143, 0.274, -0.509, 0.364, -0.647, 0.317, 0.315, 0.255, 0.268]}

<x>
{"formula": "C4H4O2", "method": "ωB97M-V with the def2-TZVPD basis set", "homo_energy_ev": [-8.782, -8.599], "multiplicity": 1, "orbital_gap_ev": [8.1, 7.9], "species": ["C", "C", "C", "C", "O", "O", "H", "H", "H", "H"], "xyz": [[-0.0494, -0.6191, 0.7724], [-0.9362, 0.3726, 1.2789], [0.5173, -0.5608, -0.4581], [1.2760, -0.5001, -1.5324], [-1.4330, 1.4639, 0.8075], [-1.3790, 1.8252, -0.4394], [0.1728, -1.5449, 1.2944], [-1.3031, 0.2139, 2.2241], [0.9167, -0.6934, -2.5875], [2.2180, 0.0428, -1.3599]], "mulliken_charge": [-0.323, 0.001, 0.256, -0.564, 0.014, -0.534, 0.328, 0.362, 0.243, 0.218]}

<y>
{"formula": "C4H4O2", "method": "ωB97M-V with the def2-TZVPD basis set", "homo_energy_ev": -9.646, "multiplicity": 1, "orbital_gap_ev": 10.3, "smiles": "C=C=C.O=C=O", "species": ["C", "C", "C", "C", "O", "O", "H", "H", "H", "H"], "xyz": [[1.1099, 0.0878, 0.0579], [-2.1777, -0.0816, 0.0039], [1.3627, -1.0512, -0.4141], [0.4506, 1.2217, 0.4431], [-2.0553, -1.1100, 0.4559], [-2.2554, 0.9300, -0.4749], [0.7021, -1.9217, -0.4255], [2.2811, -1.5006, -0.9062], [0.5526, 1.4708, 1.4494], [0.0293, 1.9550, -0.1897]], "mulliken_charge": [0.445, 0.683, -0.635, -0.883, -0.335, -0.335, 0.223, 0.228, 0.273, 0.336]}

<z>
{"formula": "C4H4O2", "method": "ωB97M-V with the def2-TZVPD basis set", "homo_energy_ev": -9.065, "multiplicity": 1, "orbital_gap_ev": 9.9, "smiles": "O=C=C[C@@H]1CO1", "species": ["O", "C", "C", "C", "O", "C", "H", "H", "H", "H"], "xyz": [[2.1361, -0.8472, -1.0238], [1.3071, -0.0291, -0.9902], [0.3167, 0.8335, -0.8562], [-0.7487, 0.3878, 0.0976], [-1.1003, -0.9907, -0.0401], [-0.3338, -0.6022, 1.0907], [0.2403, 1.6632, -1.5425], [0.7362, -0.8156, 1.0670], [-1.5730, 1.0738, 0.2886], [-0.7999, -0.7902, 2.0491]], "mulliken_charge": [-0.380, 0.613, -0.838, 0.295, -0.411, -0.420, 0.359, 0.114, 0.404, 0.264]}

Referenced to the most stable arrangement, the calculated values in eV are <w> 1.503; <x> 4.967; <y> 0.000; <z> 0.735.

<w>
{"formula": "C4H4O2", "method": "ωB97M-V with the def2-TZVPD basis set", "homo_energy_ev": -10.279, "multiplicity": 1, "orbital_gap_ev": 10.8, "smiles": "CC#CC(=O)O", "species": ["C", "C", "C", "C", "H", "H", "H", "H", "O", "O"], "xyz": [[-2.9209, 0.1105, -0.0463], [-1.5105, -0.2202, 0.1351], [-0.2744, -0.2494, 0.0080], [1.1657, 0.1327, 0.1065], [-2.8215, 1.0254, -0.6824], [-3.4025, 0.0430, 0.9140], [-3.4258, -0.6243, -0.6540], [1.5088, -1.8042, -0.2697], [1.9959, -0.9140, -0.0325], [1.6767, 1.2538, -0.0335]], "mulliken_charge": [-1.048, 0.198, -0.133, 0.720, 0.269, 0.314, 0.310, 0.364, -0.488, -0.506]}

<x>
{"formula": "C4H4O2", "method": "ωB97M-V with the def2-TZVPD basis set", "homo_energy_ev": -9.634, "multiplicity": 1, "orbital_gap_ev": 10.3, "smiles": "COC#CC=O", "species": ["C", "O", "C", "O", "C", "C", "H", "H", "H", "H"], "xyz": [[1.0903, -0.5843, 1.1268], [1.1855, 0.4875, 0.1454], [0.4711, 0.4527, -0.8972], [-1.7403, -0.2865, -0.2004], [-0.3083, 0.5825, -1.8631], [-1.5780, 0.5217, -1.0998], [2.0854, -0.6448, 1.5621], [0.3572, -0.2776, 1.8754], [0.7913, -1.5239, 0.6620], [-2.3542, 1.2726, -1.3111]], "mulliken_charge": [-0.564, -0.368, 0.739, -0.507, -0.727, 0.210, 0.236, 0.284, 0.330, 0.365]}

Referenced to the most stable arrangement, the calculated values in eV are <w> 0.000; <x> 1.959.